w | Formula: C5H6OS2
Source: OMol25
Level of theory: ωB97M-V/def2-TZVPD

Structure (XYZ):
```
14
C5H6OS2, DFT ωB97M-V/def2-TZVPD
C -0.3778 0.4390 0.0427
C -1.3891 0.1123 1.1236
C -1.7652 -0.9186 0.0216
C -1.4905 -0.0117 -1.0157
C 0.4453 -0.7538 0.0357
H -0.7716 2.3876 0.3610
H -1.0594 -0.4363 2.1515
H -2.1954 0.8281 1.3096
H -2.4528 -1.8058 0.1450
H -2.2652 0.7762 -1.1200
H -0.9722 -0.4167 -1.9209
O -0.4832 -1.6958 -0.1841
S 0.4469 1.9680 -0.0997
S 2.1185 -0.7786 0.0559
```

Results
HOMO-LUMO gap: 9.13 eV
LUMO level: 0.366 eV
HOMO energy: -8.8 eV

***

x | Formula: C5H6OS2
Source: OMol25
Level of theory: ωB97M-V/def2-TZVPD

Structure (XYZ):
```
14
C5H6OS2, DFT ωB97M-V/def2-TZVPD
C 1.3961 -2.1889 0.3473
C 0.2508 0.4753 0.0119
C -0.9906 -0.2427 0.6278
C -1.9122 -0.6337 -0.3530
C -2.7768 -1.0628 -1.1403
H 2.0490 -2.7454 -0.5302
H 0.3002 -2.2662 0.1762
H 1.5658 -2.3452 1.3595
H -0.6617 -1.2820 1.0990
H -1.6949 1.4292 0.9555
H -3.4563 -1.4143 -1.9522
O -1.4824 0.6527 1.4894
S 1.7949 -0.4625 -0.2215
S 0.5772 2.0449 -0.4026
```

Results
HOMO-LUMO gap: 8.35 eV
LUMO level: -0.504 eV
HOMO energy: -8.9 eV

***

What is the most stable structure shown above? It is w.